# 1
ORCA calculation (the ωB97M-V functional and the def2-TZVPD basis) on a 5-piece molecular cluster, C19H43BN2O6 overall.

Cartesian coordinates (Å):
C  5.4284  -0.3338  -2.4968
O  4.0180  -0.2982  -2.4078
C  3.4283  0.7576  -3.1611
C  1.9267  0.8652  -2.9776
N  1.5968  1.6695  -1.7701
B  1.0450  -0.4589  -2.9453
N  1.3788  -1.6603  -2.2079
O  -0.1530  -0.4048  -3.6237
H  5.8616  -0.2702  -1.4954
H  5.8193  0.4969  -3.0888
H  5.7478  -1.2686  -2.9632
H  3.8732  1.7097  -2.8454
H  3.6575  0.6211  -4.2257
H  1.5930  1.4468  -3.8421
H  1.7684  1.1447  -0.9155
H  0.6066  1.8902  -1.7614
H  2.0284  -1.4473  -1.4613
H  1.7708  -2.4032  -2.7744
H  -0.8393  -0.8991  -3.1688
C  2.9301  -0.3301  3.1072
C  3.9413  -0.2193  1.9652
C  3.0733  -0.5557  0.7612
O  1.7583  -0.0880  1.0702
C  1.6755  0.2436  2.4609
H  3.2195  0.2154  4.0039
H  2.7764  -1.3769  3.3768
H  4.3125  0.8052  1.8915
H  4.7957  -0.8872  2.0640
H  3.0377  -1.6394  0.5933
H  3.4015  -0.0798  -0.1627
H  1.6375  1.3326  2.5647
H  0.7516  -0.1684  2.8670
C  -1.1061  4.5707  3.7778
C  -2.0743  3.6979  2.9818
C  -1.3815  2.3438  3.0372
O  -0.6819  2.3021  4.2813
C  -0.6521  3.6052  4.8662
H  -1.5616  5.4740  4.1804
H  -0.2603  4.8632  3.1520
H  -3.0422  3.6500  3.4851
H  -2.2448  4.0434  1.9633
H  -0.6596  2.2368  2.2190
H  -2.0756  1.5021  2.9940
H  -1.3331  3.6293  5.7239
H  0.3590  3.8024  5.2248
C  -1.2576  -6.1744  -2.6973
C  -1.3936  -4.8604  -1.9296
C  0.0014  -4.7044  -1.3394
O  0.8985  -5.3033  -2.2808
C  0.1617  -6.0590  -3.2413
H  -1.9973  -6.3015  -3.4867
H  -1.3369  -7.0218  -2.0133
H  -1.6047  -4.0409  -2.6208
H  -2.1713  -4.8756  -1.1671
H  0.0828  -5.2294  -0.3809
H  0.2897  -3.6637  -1.2017
H  0.1696  -5.5293  -4.2006
H  0.6517  -7.0241  -3.3778
C  -5.5247  1.2125  0.6648
C  -4.2174  1.4148  -0.1003
C  -4.2541  2.9133  -0.3736
O  -4.9508  3.5021  0.7249
C  -5.5855  2.4860  1.4992
H  -5.5383  0.3110  1.2756
H  -6.3673  1.1700  -0.0282
H  -3.3653  1.1645  0.5359
H  -4.1475  0.8243  -1.0128
H  -4.7924  3.1339  -1.3014
H  -3.2615  3.3625  -0.4389
H  -5.0397  2.3603  2.4420
H  -6.6027  2.8023  1.7329

Properties
- Energy: -36341.847 eV
- LUMO energy: 0.48 eV
- SMILES string: COC[C@H](N)B(N)O.C1CCOC1.C1CCOC1.C1CCOC1.C1CCOC1

# 2
ORCA calculation (the ωB97M-V functional and the def2-TZVPD basis) on a 7-piece molecular cluster, C19H43Cl9N4O6 overall in a non-equilibrium geometry.

Cartesian coordinates (Å):
C  -13.8558  -11.7284  -16.1798
O  -12.6161  -12.2604  -15.6373
C  -12.8893  -13.0052  -14.4507
C  -11.6523  -13.3353  -13.5818
N  -12.0490  -14.0576  -12.3179
C  -10.8648  -14.7985  -11.8818
C  -11.2122  -15.5684  -10.5866
O  -11.4923  -14.4994  -9.5841
C  -11.8235  -15.0441  -8.3390
H  -14.6883  -12.4309  -16.2174
H  -13.7748  -11.1466  -17.0979
H  -14.1881  -11.0970  -15.3557
H  -13.2284  -13.9892  -14.7744
H  -13.6917  -12.5985  -13.8352
H  -11.0656  -12.4715  -13.2692
H  -11.1257  -13.8785  -14.3665
H  -12.2290  -13.4431  -11.5368
H  -10.1008  -14.0324  -11.7497
H  -10.4815  -15.4949  -12.6277
H  -10.3171  -16.1136  -10.2869
H  -12.1066  -16.1831  -10.6881
H  -10.9111  -15.2080  -7.7658
H  -12.4021  -15.9650  -8.4117
H  -12.3789  -14.3286  -7.7326
C  -4.1584  -15.6397  -13.4617
O  -4.5129  -14.3429  -12.9718
C  -5.0733  -14.3968  -11.6727
C  -5.1289  -12.9303  -11.1920
N  -5.7889  -12.8828  -9.8784
C  -4.8408  -12.9000  -8.7479
C  -5.5174  -13.1845  -7.3650
O  -5.9436  -12.0344  -6.5805
C  -6.7129  -12.3668  -5.4288
H  -4.9246  -16.3096  -13.0714
H  -3.2919  -16.0489  -12.9422
H  -4.0558  -15.6576  -14.5467
H  -4.5016  -15.0823  -11.0472
H  -6.0406  -14.8969  -11.6237
H  -5.7983  -12.4164  -11.8818
H  -4.1969  -12.3674  -11.2418
H  -6.3620  -12.0634  -9.7359
H  -4.4667  -11.8765  -8.7215
H  -4.1663  -13.6965  -9.0620
H  -4.7146  -13.7103  -6.8482
H  -6.3433  -13.8958  -7.3654
H  -6.1208  -13.1060  -4.8892
H  -7.7193  -12.7389  -5.6207
H  -6.6842  -11.5824  -4.6724
Cl  -14.5709  -12.2771  -2.1346
C  -13.2776  -11.1231  -1.5023
Cl  -13.0733  -9.6325  -2.4944
Cl  -11.6957  -11.9002  -1.3314
H  -13.6250  -10.8840  -0.4972
Cl  -13.2318  -4.7688  -5.0780
C  -11.4994  -4.1680  -5.1156
Cl  -10.4408  -4.9616  -6.3461
Cl  -10.6796  -4.3223  -3.4657
H  -11.5109  -3.1110  -5.3814
Cl  -6.9434  -5.0830  -13.3760
C  -8.2427  -5.8597  -12.3715
Cl  -8.9728  -7.2998  -13.1844
Cl  -9.4991  -4.6186  -12.0326
H  -7.7839  -6.2061  -11.4455
C  -17.0830  -12.0144  -7.6187
C  -16.5934  -10.8336  -8.4399
N  -16.9935  -9.6544  -7.9928
O  -15.7715  -10.9047  -9.3368
H  -16.5498  -12.9328  -7.8644
H  -18.1680  -12.0763  -7.7026
H  -17.0406  -11.9695  -6.5305
H  -17.8089  -9.6499  -7.3968
H  -16.7529  -8.8795  -8.5943
C  -11.3081  -9.8803  -7.5723
C  -10.6670  -9.7093  -9.0032
N  -11.4883  -9.8203  -10.0481
O  -9.4906  -9.4128  -9.1694
H  -10.9680  -9.0541  -6.9480
H  -10.9117  -10.8234  -7.1959
H  -12.3916  -9.9226  -7.4617
H  -11.1593  -9.5229  -10.9554
H  -12.4328  -10.1172  -9.8479

Properties
- Energy: -151342.832 eV
- LUMO energy: 0.11 eV
- SMILES string: COCCNCCOC.COCCNCCOC.ClC(Cl)Cl.ClC(Cl)Cl.ClC(Cl)Cl.CC(N)=O.CC(N)=O

# 3
ORCA calculation (the ωB97M-V functional and the def2-TZVPD basis) on C19H43InN6O9 as an isolated structure in a non-equilibrium geometry.

Cartesian coordinates (Å):
In  -0.5226  -3.2837  -1.8060
O  0.9475  1.0658  -0.0964
C  0.5954  -0.0724  -0.7613
O  1.4858  -0.7396  -1.3298
O  -0.5812  -0.5061  -0.6625
H  1.9153  0.8657  -0.1472
C  -5.3738  -2.9296  -1.9946
C  -4.3902  -1.8540  -1.5773
O  -3.1725  -2.0300  -1.5912
N  -4.9514  -0.7232  -1.1008
C  -4.2187  0.3958  -0.5839
H  -6.0454  -2.6200  -2.7987
H  -6.1065  -3.0303  -1.1860
H  -4.9385  -3.9065  -2.1653
H  -5.9126  -0.6709  -1.4059
H  -3.1548  0.3760  -0.8128
H  -4.2595  0.3788  0.5103
H  -4.5923  1.3685  -0.8972
C  -0.9440  0.7919  -4.1457
C  0.1333  -0.2262  -4.4693
O  -0.0202  -1.3893  -4.0883
N  1.1276  0.0328  -5.3380
C  2.1605  -0.8774  -5.7773
H  -0.9477  1.0228  -3.0790
H  -1.9381  0.3965  -4.3311
H  -0.7085  1.7264  -4.6561
H  1.1762  0.9454  -5.7677
H  2.4323  -0.8329  -6.8314
H  1.9351  -1.8961  -5.4788
H  3.1255  -0.6342  -5.3172
C  5.1884  0.7157  1.0731
C  5.1905  2.2142  1.2106
O  4.1578  2.8546  1.3408
N  6.4022  2.7811  1.4692
C  6.5073  4.1696  1.8217
H  6.1619  0.3106  0.7920
H  4.3852  0.4481  0.3882
H  5.0360  0.2292  2.0369
H  7.2178  2.3498  1.0627
H  5.8820  4.7573  1.1410
H  7.5455  4.4649  1.9202
H  6.0104  4.3819  2.7749
C  -0.7376  2.9028  1.5091
C  -1.5221  3.5911  0.4103
O  -1.8013  4.7690  0.5429
N  -1.7355  2.9314  -0.7474
C  -2.3441  3.5844  -1.8951
H  -0.7560  1.8147  1.4445
H  -1.1898  3.1129  2.4766
H  0.2733  3.2935  1.4198
H  -1.2847  2.0383  -0.8726
H  -3.4336  3.5497  -1.8357
H  -2.0945  3.0899  -2.8313
H  -1.9942  4.6118  -1.9563
C  -2.7308  -3.3939  3.1738
C  -2.1657  -2.6775  1.9586
O  -2.0979  -3.2337  0.8640
N  -1.8670  -1.3477  1.9869
C  -2.1661  -0.4340  3.0937
H  -2.7415  -4.4456  2.9022
H  -3.7522  -3.0785  3.3996
H  -2.2276  -3.2365  4.1287
H  -1.6464  -0.8957  1.1038
H  -2.8632  -0.8778  3.7989
H  -2.5421  0.5097  2.7029
H  -1.2404  -0.2121  3.6328
C  1.2098  -3.6104  3.0737
C  1.5265  -2.7540  1.8449
O  1.1503  -3.1298  0.7381
N  2.2727  -1.6399  1.9438
C  2.6748  -0.9133  3.1529
H  1.4753  -4.6407  2.8567
H  0.1313  -3.5486  3.2179
H  1.7016  -3.2554  3.9754
H  2.4225  -1.1756  1.0595
H  1.9579  -1.1557  3.9361
H  2.4811  0.1574  3.0718
H  3.7164  -1.1214  3.3737

Properties
- Energy: -52924.543 eV
- LUMO energy: -11.90 eV
- Charge: +2

# 4
ORCA calculation (the ωB97M-V functional and the def2-TZVPD basis) on C19H43O2P3Ti as an isolated structure in a non-equilibrium geometry.

Cartesian coordinates (Å):
Ti  -0.0360  -0.6384  0.0036
P  -1.2105  1.5252  -0.5889
P  -1.8473  -1.7173  1.3656
P  -0.7652  -1.1868  -2.2037
H  2.6250  -1.5012  0.3712
C  2.1392  -1.2463  -0.5826
C  1.9694  0.1265  -0.9421
H  2.4051  0.9194  -0.3188
C  -0.8382  2.9721  0.4752
C  -3.0423  1.5738  -0.5697
C  -0.8665  2.3074  -2.2001
C  -0.9465  -3.0948  2.1648
C  -2.3742  -0.7961  2.8538
C  -3.4532  -2.2431  0.6845
C  0.2269  -0.6903  -3.6674
C  -2.4621  -0.9763  -2.8724
C  -0.6780  -2.9917  -2.3610
H  2.2753  -2.0226  -1.3431
H  1.8366  0.4348  -1.9827
H  0.2449  3.1373  0.5610
H  -1.2779  2.8597  1.4767
H  -1.2930  3.8423  -0.0214
H  -3.4263  1.2936  0.4192
H  -3.4587  0.8988  -1.3246
H  -3.3317  2.6090  -0.8011
H  0.2151  2.3719  -2.3494
H  -1.2927  3.3173  -2.1489
H  -1.3213  1.7568  -3.0269
H  -1.5861  -3.9864  2.2251
H  -0.6181  -2.8230  3.1817
H  -0.0146  -3.3194  1.6213
H  -3.2223  -1.3098  3.3263
H  -2.6864  0.2200  2.5856
H  -1.5528  -0.7528  3.5789
H  -4.0960  -2.6981  1.4485
H  -3.3404  -2.9548  -0.1407
H  -3.9874  -1.3632  0.3021
H  -0.1162  -1.3321  -4.4893
H  1.2929  -0.8715  -3.4896
H  0.0735  0.3620  -3.9386
H  -2.5131  -1.6550  -3.7359
H  -2.6634  0.0462  -3.2131
H  -3.2060  -1.2879  -2.1268
H  -0.6567  -3.2133  -3.4330
H  -1.5577  -3.4651  -1.9144
H  0.2077  -3.3883  -1.8646
C  0.7893  -5.8009  -0.6553
C  0.6585  -7.0052  0.0784
C  1.3722  -8.1170  -0.3701
C  2.0744  -8.0623  -1.5860
C  1.9296  -6.9611  -2.4389
C  1.2346  -5.8348  -1.9856
O  0.7079  -4.5424  -0.0561
H  -0.2001  -4.4687  0.3516
H  0.0889  -7.0513  1.0075
H  1.3927  -9.0478  0.2014
H  2.7447  -8.8773  -1.8859
H  2.3616  -6.9641  -3.4490
H  1.1496  -4.9434  -2.6258
C  2.1337  2.3153  2.2973
C  1.9694  0.8086  2.2850
O  0.6659  0.4097  1.6641
H  2.1780  2.7267  1.2823
H  3.0837  2.5205  2.7963
H  1.3404  2.8139  2.8654
H  2.7372  0.2835  1.7136
H  1.9655  0.3789  3.2956
H  -0.0609  0.7679  2.2105

Properties
- <S²>: 1.020
- Energy: -75449.060 eV
- LUMO energy (spin up / spin down): -10.09 / -12.60 eV
- Charge: +3
- Multiplicity: 2

# 5
ORCA calculation (the ωB97M-V functional and the def2-TZVPD basis) on C19H43OP3PbSe as an isolated structure in a non-equilibrium geometry.

Cartesian coordinates (Å):
Pb  0.0112  -0.1158  0.6870
P  -1.6998  -0.9332  2.8286
P  1.2217  -2.6710  0.1916
P  -2.1742  -1.0446  -0.8609
H  0.6560  2.8166  -0.4769
C  -0.4254  2.6429  -0.5947
C  -1.2695  2.8496  0.4406
H  -0.8859  3.0894  1.4411
C  -1.0034  -0.3484  4.4042
C  -2.0349  -2.6992  3.1594
C  -3.3564  -0.1505  2.8412
C  2.3198  -2.7280  -1.2717
C  2.3706  -3.1418  1.5300
C  0.3193  -4.2536  -0.0282
C  -3.3796  0.2816  -1.1639
C  -3.2282  -2.4667  -0.4428
C  -1.6475  -1.4362  -2.5698
H  -0.7685  2.3899  -1.6160
H  -2.3718  2.8475  0.3426
H  -0.7501  0.7188  4.3242
H  -0.0855  -0.9107  4.6254
H  -1.7175  -0.4840  5.2309
H  -1.0765  -3.2108  3.3325
H  -2.5136  -3.1589  2.2828
H  -2.6786  -2.8442  4.0425
H  -3.2296  0.9430  2.7941
H  -3.9130  -0.4093  3.7603
H  -3.9320  -0.4713  1.9578
H  2.8426  -3.6994  -1.3153
H  3.0478  -1.9075  -1.2216
H  1.7158  -2.5819  -2.1796
H  2.9773  -4.0053  1.2200
H  1.7777  -3.4000  2.4189
H  3.0237  -2.2937  1.7705
H  1.0403  -5.0750  -0.1819
H  -0.3512  -4.1813  -0.8950
H  -0.2785  -4.4558  0.8701
H  -3.9743  -0.0156  -2.0429
H  -2.8672  1.2321  -1.3617
H  -4.0298  0.3888  -0.2832
H  -3.9292  -2.6586  -1.2683
H  -3.7954  -2.2466  0.4699
H  -2.6115  -3.3601  -0.2795
H  -2.5565  -1.5248  -3.1919
H  -1.0879  -2.3906  -2.5716
H  -0.9985  -0.6280  -2.9574
C  2.0540  2.1552  -4.2208
C  1.4863  3.2128  -3.4956
C  1.3871  4.4850  -4.0685
C  1.8614  4.7109  -5.3676
C  2.4796  3.6735  -6.0722
C  2.5949  2.4028  -5.5030
Se  2.0112  0.3528  -3.4868
H  1.9597  0.7461  -2.0362
H  1.1011  3.0351  -2.4949
H  0.9349  5.2932  -3.5022
H  1.7469  5.6937  -5.8187
H  2.8732  3.8588  -7.0728
H  3.0822  1.5948  -6.0497
C  3.0707  2.2230  3.8929
C  1.8265  1.9867  3.0572
O  1.6365  0.5775  2.7222
H  2.9773  1.6965  4.8498
H  3.2491  3.2861  4.0989
H  3.9718  1.8351  3.4138
H  0.9101  2.2884  3.5752
H  1.8362  2.5426  2.1178
H  2.2465  0.0514  3.2697

Properties
- Energy: -120865.791 eV
- Energy relative to the best compared isomer or geometry (same formula, charge and spin): 0.000 eV
- LUMO energy (spin up / spin down): -14.30 / -15.80 eV
- Charge: +4

# 6
ORCA calculation (the ωB97M-V functional and the def2-TZVPD basis) on C19H43OP3RuS as an isolated structure in a non-equilibrium geometry.

Cartesian coordinates (Å):
Ru  0.8153  1.2516  -0.0966
P  0.0127  -0.2809  -1.5121
P  2.7397  0.1657  0.2628
P  0.4343  2.8485  -1.6037
H  -0.5085  1.2181  2.4279
C  -1.0695  1.6576  1.5964
C  -1.8201  0.8591  0.7467
H  -1.8966  -0.2129  0.9325
C  -0.4270  -1.8839  -0.7503
C  1.1656  -0.7868  -2.8591
C  -1.5130  -0.0061  -2.4991
C  3.3913  0.2875  1.9527
C  3.0161  -1.6008  -0.0858
C  3.9033  1.0901  -0.7848
C  -1.3343  3.3275  -1.6965
C  0.8992  2.5597  -3.3561
C  1.2680  4.4377  -1.2929
H  -1.1729  2.7469  1.6107
H  -2.4706  1.2957  -0.0043
H  -1.4889  -1.8735  -0.4670
H  0.1674  -2.0997  0.1513
H  -0.2682  -2.6731  -1.4996
H  2.1310  -1.1412  -2.4806
H  1.3381  0.0374  -3.5595
H  0.6659  -1.6070  -3.3917
H  -2.3474  0.2829  -1.8513
H  -1.7412  -0.9752  -2.9623
H  -1.3733  0.7384  -3.2898
H  4.4558  0.5530  1.9300
H  3.2435  -0.6538  2.4932
H  2.8325  1.0820  2.4578
H  3.9923  -1.7438  -0.5683
H  2.2340  -2.0018  -0.7339
H  2.9918  -2.1672  0.8535
H  4.9368  0.8256  -0.5299
H  3.7364  2.1634  -0.6196
H  3.7056  0.8581  -1.8387
H  -1.3972  4.3535  -2.0832
H  -1.7851  3.2839  -0.6971
H  -1.8830  2.6527  -2.3638
H  0.8974  3.5177  -3.8982
H  0.2041  1.8751  -3.8579
H  1.9134  2.1406  -3.3942
H  0.8441  5.2253  -1.9338
H  2.3386  4.3247  -1.5103
H  1.1552  4.7351  -0.2418
C  1.9750  3.9294  2.2157
C  3.1863  4.0700  2.9216
C  3.5425  5.2966  3.4773
C  2.6862  6.3972  3.3564
C  1.4778  6.2543  2.6715
C  1.0816  5.0175  2.1471
O  1.7447  2.7125  1.6516
H  1.0075  2.5965  0.8139
H  3.8341  3.1928  3.0137
H  4.4939  5.3869  4.0020
H  2.9821  7.3618  3.7966
H  0.8400  7.1265  2.5506
H  0.0956  4.9063  1.6869
C  0.7171  -4.0359  2.4164
S  0.4357  -2.2770  2.6824
C  -1.3592  -2.2666  2.8675
H  1.5812  -4.1424  1.7493
H  -0.1540  -4.5316  1.9724
H  0.9598  -4.4865  3.3856
H  -1.6467  -2.8547  3.7453
H  -1.6495  -1.2195  3.0217
H  -1.8565  -2.6506  1.9671

Properties
- <S²>: 6.036
- Energy: -63685.557 eV
- Energy relative to the best compared isomer or geometry (same formula, charge and spin): 1.849 eV
- LUMO energy (spin up / spin down): -12.79 / -15.42 eV
- Charge: +4
- Multiplicity: 5

Question: energy of number 2 (C19H43Cl9N4O6)?
Answer: -151342.832 eV

Question: What is the formula in the first record?
Answer: C19H43BN2O6

Question: Among the records above, which one has the lowest energy?
Answer: C19H43Cl9N4O6